(1)
{"formula": "C4H5Br2Cl3O", "method": "ωB97M-V/def2-TZVPD", "species": ["C", "C", "C", "C", "O", "Cl", "Cl", "Cl", "Br", "Br", "H", "H", "H", "H", "H"], "positions_angstrom": [[-1.477664, 0.851857, -1.236779], [-0.355677, 0.064361, -0.627004], [-0.074228, 0.462223, 0.758122], [1.929425, -0.875777, 1.252088], [-0.485180, -1.330398, -0.885115], [-0.974763, -0.024188, 2.098810], [2.238863, -0.233477, 2.824412], [1.438437, -2.560327, 1.280196], [0.787567, 2.200462, 0.959837], [3.259137, -0.496518, -0.131113], [-1.309308, 1.922736, -1.327830], [-1.655927, 0.282384, -2.076138], [-2.363874, 0.866220, -0.659036], [0.555691, 0.414608, -1.259116], [-1.512499, -1.544164, -0.971332]], "atomic_forces_ev_per_a": [[-0.03, 0.98, 1.47], [1.68, 0.73, -2.07], [3.64, -0.68, 1.45], [-1.60, 0.72, -0.90], [-3.37, -0.02, 0.35], [-0.59, -0.08, -0.12], [0.41, -0.21, -0.20], [0.28, 0.64, 0.07], [-0.78, -0.82, -0.30], [-0.69, -0.10, 0.84], [0.60, -0.17, -0.70], [-0.68, -0.26, -2.61], [-1.11, -0.59, 0.99], [-1.02, -0.75, 1.30], [3.27, 0.62, 0.44]], "mulliken_charge": [-1.682, 0.643, -0.186, 0.087, -0.485, -0.066, -0.069, -0.079, 0.016, -0.047, 0.387, 0.536, 0.398, 0.191, 0.356], "e_tot_ha": -6759.13197, "homo_ev": [-8.31, -8.43], "homo_lumo_gap_ev": [7.611, 7.898], "de_lowest_ev": 1.501}

(2)
{"formula": "C4H5Br2N2", "method": "ωB97M-V/def2-TZVPD", "species": ["C", "C", "C", "C", "N", "N", "Br", "Br", "H", "H", "H", "H", "H"], "positions_angstrom": [[1.452895, 0.338436, -0.098599], [1.907282, 1.628259, 0.033211], [-0.264214, 1.622892, 0.299348], [-0.777194, -0.768579, -0.046914], [0.094328, 0.371045, 0.049136], [0.794566, 2.411390, 0.269609], [3.628948, 2.324759, -0.060792], [-3.381861, 2.764857, -0.036197], [2.002078, -0.566051, -0.273009], [-1.335778, -0.739364, -0.982830], [-0.189606, -1.684119, -0.011948], [-1.491793, -0.761923, 0.776091], [0.785883, 3.410477, 0.433655]], "atomic_forces_ev_per_a": [[0.55, 0.44, 0.03], [0.55, 0.04, -0.16], [-2.34, 0.61, 0.65], [-0.93, -0.78, -0.22], [0.38, 0.57, -0.26], [0.23, 0.10, -0.46], [-0.61, -0.29, 0.13], [1.82, -0.69, 0.18], [0.07, -0.15, 0.12], [0.10, 0.03, 0.01], [0.02, 0.14, 0.04], [0.16, 0.05, -0.02], [0.01, -0.08, -0.06]], "mulliken_charge": [0.053, -0.232, 0.057, -0.755, 0.104, -0.024, -0.014, 0.166, 0.471, 0.327, 0.278, 0.353, 0.216], "total_charge": 1, "e_tot_ha": -5412.53547, "homo_ev": [-14.02, -13.51], "homo_lumo_gap_ev": [5.554, 4.352], "de_lowest_ev": 4.289}

(3)
{"formula": "C4H5BrClN5", "method": "ωB97M-V/def2-TZVPD", "species": ["N", "N", "N", "C", "N", "C", "C", "Cl", "N", "C", "Br", "H", "H", "H", "H", "H"], "positions_angstrom": [[-2.143292, 1.846030, 0.412119], [-1.159050, 1.383734, 1.140627], [-0.101963, 1.000718, 0.682404], [0.149397, 1.060510, -0.697283], [0.509456, 0.064551, -1.380331], [0.511725, -1.301537, -1.097865], [1.316900, -1.982484, -0.283107], [0.876696, -3.709722, -0.121655], [2.344928, -1.617211, 0.517106], [3.246618, -0.802888, 0.802599], [3.777318, 0.835420, 0.022719], [-1.972567, 2.010314, -0.539983], [-3.079025, 1.681982, 0.825912], [0.243742, 2.070915, -1.265948], [-0.064956, -1.861096, -1.694526], [4.022494, -1.225893, 1.559101]], "atomic_forces_ev_per_a": [[-1.26, -0.05, 1.04], [-1.47, -0.32, 2.72], [1.49, -0.09, -0.82], [1.10, 0.84, -1.50], [-0.08, -0.37, -0.89], [2.06, 2.85, 2.08], [0.17, 0.00, 0.44], [0.38, 0.30, -0.14], [0.20, 0.21, 0.38], [0.79, -2.61, 1.10], [-0.17, 0.41, -0.26], [-0.39, -0.05, -1.65], [1.20, 0.58, -0.69], [-0.28, -1.38, 1.32], [-2.53, -1.76, -2.03], [-1.21, 1.44, -1.10]], "mulliken_charge": [-0.125, -0.469, 0.142, -0.223, -0.382, -0.250, 0.337, -0.228, -0.364, -0.036, -0.122, 0.235, 0.272, 0.402, 0.475, 0.335], "e_tot_ha": -3463.24580, "homo_ev": -8.38, "homo_lumo_gap_ev": 8.277, "de_lowest_ev": 0.000}

(4)
{"formula": "C4H5BrF2O", "method": "ωB97M-V/def2-TZVPD", "species": ["C", "C", "C", "C", "O", "F", "F", "Br", "H", "H", "H", "H", "H"], "positions_angstrom": [[0.002626, -0.904546, 0.463411], [0.548237, 0.564221, 0.424528], [-0.267785, -0.029502, -0.652484], [-3.215761, 2.914617, -0.583497], [-0.816699, 0.070657, -1.724645], [-2.911295, 1.673620, -0.245668], [-2.568097, 3.693176, 0.257676], [-1.478397, 3.049164, -2.220807], [0.661159, -1.634848, 0.309455], [-0.815143, -1.191814, 1.137257], [0.036890, 1.076983, 1.131953], [1.504813, 1.178193, 0.240399], [-1.278136, 1.616403, -2.512355]], "atomic_forces_ev_per_a": [[-1.31, 1.55, 0.40], [1.27, 0.48, -2.13], [-0.73, 0.78, -0.17], [-1.47, 0.20, 0.03], [0.56, -0.40, 0.47], [0.12, -0.26, 0.70], [0.17, -0.13, 0.69], [1.20, -0.21, -1.68], [2.48, -3.14, -0.73], [0.46, 0.63, 0.00], [-1.93, 1.95, 1.78], [-0.86, -2.14, 0.22], [0.03, 0.69, 0.42]], "mulliken_charge": [-0.613, -0.599, 0.766, 0.007, -0.587, -0.067, -0.100, -0.239, 0.293, 0.225, 0.275, 0.260, 0.379], "e_tot_ha": -3004.20471, "homo_ev": -9.17, "homo_lumo_gap_ev": 9.557, "de_lowest_ev": 0.346}

(5)
{"formula": "C4H5BrN2O", "method": "ωB97M-V/def2-TZVPD", "species": ["C", "C", "C", "C", "N", "N", "O", "Br", "H", "H", "H", "H", "H"], "positions_angstrom": [[-1.587549, -2.002573, 0.082981], [-1.965776, -0.757746, 0.148757], [-0.035565, -2.270480, 0.131716], [0.382318, 1.221849, 0.192470], [0.635514, -1.084506, 0.488327], [-0.029290, -0.006454, 0.848492], [0.619151, -3.278517, -0.131112], [-3.576126, 0.116804, 0.033630], [-2.047684, -2.980716, -0.241909], [0.930890, 1.115155, -0.826932], [-0.565836, 1.799892, 0.095897], [1.221973, 1.728841, 0.789833], [1.471096, -0.865896, -0.087654]], "atomic_forces_ev_per_a": [[1.83, -2.53, -0.95], [2.06, 0.64, 0.46], [0.61, -0.47, 0.05], [1.40, 0.52, -0.86], [1.64, -0.37, -1.05], [-3.19, 0.48, 0.08], [-2.01, 1.58, 0.36], [0.21, -0.01, 0.17], [-0.15, 1.49, 0.53], [-1.31, -0.24, 1.13], [1.18, 0.08, 0.08], [-1.63, -0.44, -0.27], [-0.65, -0.72, 0.25]], "mulliken_charge": [-0.342, 0.054, 0.488, -0.709, 0.000, -0.326, -0.579, -0.062, 0.351, 0.277, 0.279, 0.283, 0.285], "e_tot_ha": -2914.01996, "homo_ev": [-8.23, -8.35], "homo_lumo_gap_ev": [7.732, 7.824], "de_lowest_ev": 4.212}

(6)
{"formula": "C4H5Cl", "method": "ωB97M-V/def2-TZVPD", "species": ["C", "C", "C", "Cl", "C", "H", "H", "H", "H", "H"], "positions_angstrom": [[-0.304546, 1.070735, -0.020534], [0.777964, 0.130491, 0.088022], [1.948251, -0.359551, -0.153640], [3.990809, 0.345304, 0.010311], [0.961494, -1.418610, 0.061231], [-0.424673, 1.273399, -0.995209], [-0.084810, 1.995717, 0.303719], [-1.139876, 0.751943, 0.562849], [0.795975, -2.081792, 0.854454], [0.691695, -1.870849, -0.818010]], "atomic_forces_ev_per_a": [[0.02, -2.09, 2.40], [2.01, -0.93, -0.67], [2.33, 2.18, 2.00], [-3.45, -1.37, -0.48], [0.87, 0.91, -0.63], [-1.40, 0.01, -3.81], [1.29, 3.28, 1.81], [-0.93, -0.33, -0.25], [0.08, -0.28, 1.86], [-0.82, -1.37, -2.23]], "mulliken_charge": [-1.256, 0.603, -0.150, -0.263, -0.511, 0.353, 0.429, 0.315, 0.271, 0.207], "e_tot_ha": -615.43356, "homo_ev": -9.63, "homo_lumo_gap_ev": 9.050, "de_lowest_ev": 3.323}

(7)
{"formula": "C4H5Cl", "method": "ωB97M-V/def2-TZVPD", "species": ["C", "C", "C", "C", "Cl", "H", "H", "H", "H", "H"], "positions_angstrom": [[-0.882479, 1.284602, 0.332375], [-0.225122, 0.161288, 0.102169], [0.639486, -0.817314, -0.677557], [-0.184190, -1.348082, 0.473704], [-1.398259, -2.530255, 0.178818], [-1.909999, 1.356541, 0.659135], [-0.571778, 2.211971, -0.166284], [0.101560, -0.771515, -1.667079], [1.721369, -0.788907, -0.597550], [0.306590, -1.532993, 1.547832]], "atomic_forces_ev_per_a": [[0.29, 0.42, -1.72], [-0.40, -2.52, 1.05], [-0.71, 2.00, 0.36], [1.04, 1.86, 1.73], [-0.84, -0.45, -0.17], [0.17, -0.42, 0.99], [0.16, -0.36, 0.14], [1.14, -0.87, 0.85], [-0.08, -0.14, -0.44], [-0.77, 0.48, -2.80]], "mulliken_charge": [-0.623, 0.130, -0.472, -0.085, -0.189, 0.270, 0.229, 0.218, 0.263, 0.259], "e_tot_ha": -615.50013, "homo_ev": -9.50, "homo_lumo_gap_ev": 10.514, "de_lowest_ev": 1.512}

(8)
{"formula": "C4H5Cl2F", "method": "ωB97M-V/def2-TZVPD", "species": ["C", "C", "C", "C", "F", "Cl", "Cl", "H", "H", "H", "H", "H"], "positions_angstrom": [[-1.687560, -0.172373, -1.725392], [0.972404, 0.915745, -3.616530], [0.330368, 0.472076, -0.396499], [-0.731814, -0.552601, -0.709305], [-2.395197, -1.292276, -2.170569], [0.946465, 2.429652, -4.380265], [-0.698414, 0.342351, -3.442500], [1.063654, 0.449881, -1.151287], [-0.224222, 1.350697, -0.493969], [0.618206, 0.558653, 0.682843], [-0.125258, -1.508607, -0.975781], [-1.579169, -0.665127, 0.193073]], "atomic_forces_ev_per_a": [[-2.32, -0.61, 0.21], [-0.42, -0.51, 0.30], [-1.68, 0.23, 1.94], [0.30, -2.92, 1.88], [1.09, 0.87, 0.62], [-0.13, -0.01, -0.12], [1.28, 1.04, -1.77], [1.42, -0.06, -0.35], [-0.51, 2.20, -0.45], [0.40, -0.83, -1.14], [-1.73, 0.74, 0.81], [2.32, -0.14, -1.95]], "mulliken_charge": [-0.085, -0.011, -1.221, -0.098, -0.194, -0.032, 0.061, 0.362, 0.418, 0.297, 0.262, 0.243], "e_tot_ha": -1175.38352, "homo_ev": -8.40, "homo_lumo_gap_ev": 6.809, "de_lowest_ev": 7.069}

(9)
{"formula": "C4H5Cl2F", "method": "ωB97M-V/def2-TZVPD", "species": ["C", "C", "C", "C", "F", "Cl", "Cl", "H", "H", "H", "H", "H"], "positions_angstrom": [[-1.210312, -0.579888, -0.985443], [-4.036942, -0.073566, 0.300602], [0.396429, -2.438093, -0.852509], [-0.417180, -1.309019, -0.235126], [-4.340116, -0.984422, -0.574648], [-0.386241, -1.060865, 1.481652], [-2.449039, 0.590848, -0.421763], [-1.435037, -0.780969, -1.992103], [-3.578870, -0.685359, 1.224425], [0.258019, -2.317822, -1.891673], [-0.053883, -3.379034, -0.610032], [1.451885, -2.507343, -0.593422]], "atomic_forces_ev_per_a": [[-1.16, 0.74, 0.62], [1.01, 0.20, 3.63], [-0.43, 0.63, 1.00], [0.69, -0.60, 0.51], [-1.49, -2.22, -1.90], [0.25, -0.16, -0.25], [1.73, 0.69, -0.19], [0.33, -0.25, -1.18], [-0.79, 1.10, -1.44], [0.26, 0.04, -1.33], [-0.31, -0.61, 0.42], [-0.10, 0.44, 0.12]], "mulliken_charge": [-0.524, -0.087, -1.051, 0.691, -0.176, -0.173, -0.007, 0.342, 0.030, 0.329, 0.293, 0.334], "e_tot_ha": -1175.47907, "homo_ev": -8.02, "homo_lumo_gap_ev": 8.449, "de_lowest_ev": 4.469}

(10)
{"formula": "C4H5Cl2F", "method": "ωB97M-V/def2-TZVPD", "species": ["C", "C", "C", "Cl", "C", "F", "Cl", "H", "H", "H", "H", "H"], "positions_angstrom": [[1.375542, -0.871182, -0.033890], [0.867414, 0.412570, -0.449897], [-0.418418, 0.827342, -0.285049], [-0.720660, 2.557854, -0.350602], [-1.569795, 0.036981, 0.412988], [-1.864620, 0.813779, 1.540060], [-2.839496, -0.180658, -0.762712], [2.223159, -0.831826, 0.568708], [0.519988, -1.596081, 0.221378], [1.945567, -1.379356, -0.952952], [1.797208, 1.191376, -0.560819], [-1.315884, -0.980800, 0.652789]], "atomic_forces_ev_per_a": [[-0.96, -3.91, -3.72], [0.59, 3.33, 1.08], [1.73, -0.11, 0.96], [-0.20, -0.51, -0.43], [1.90, 1.87, -0.75], [-0.53, -1.39, -1.02], [-1.12, 0.31, 0.00], [0.84, 0.25, 1.99], [1.79, 0.87, 0.11], [-1.47, 0.80, 1.36], [-2.92, -1.53, -0.35], [0.35, 0.02, 0.75]], "mulliken_charge": [-0.923, 0.010, 0.200, -0.194, 0.158, -0.238, -0.140, 0.317, 0.201, 0.262, 0.197, 0.150], "e_tot_ha": -1175.59811, "homo_ev": -9.38, "homo_lumo_gap_ev": 10.185, "de_lowest_ev": 1.230}

(11)
{"formula": "C4H5ClF2", "method": "ωB97M-V/def2-TZVPD", "species": ["F", "C", "C", "C", "F", "C", "Cl", "H", "H", "H", "H", "H"], "positions_angstrom": [[2.488652, 1.961713, -1.134867], [1.116213, 1.778937, -0.957385], [0.811535, 0.619346, -0.073161], [-0.043726, -0.349525, -0.381938], [-0.860428, -0.254830, -1.525432], [-0.482668, -1.542252, 0.348507], [-1.481433, -1.114695, 1.864427], [0.800909, 2.812325, -0.674687], [0.710525, 1.546340, -1.982952], [1.334270, 0.460531, 0.842137], [0.347008, -2.106568, 0.733176], [-1.070494, -2.163784, -0.286391]], "atomic_forces_ev_per_a": [[0.35, -0.51, 0.25], [-0.35, 0.79, -1.73], [-0.37, -0.49, -0.51], [-1.42, 1.00, -1.42], [1.16, 0.31, 0.89], [0.15, 0.22, 1.76], [0.49, -0.26, -1.07], [-0.43, -1.11, 0.31], [0.20, 0.38, 1.04], [0.44, 0.17, 0.55], [0.32, -0.18, 0.20], [-0.55, -0.32, -0.27]], "mulliken_charge": [-0.292, -0.177, -0.273, 0.498, -0.286, -0.673, -0.186, 0.210, 0.187, 0.323, 0.296, 0.374], "e_tot_ha": -815.29928, "homo_ev": -10.29, "homo_lumo_gap_ev": 10.633, "de_lowest_ev": 0.523}

(12)
{"formula": "C4H5ClF3N2", "method": "ωB97M-V/def2-TZVPD", "species": ["F", "C", "F", "F", "C", "Cl", "C", "N", "C", "N", "H", "H", "H", "H", "H"], "positions_angstrom": [[2.085845, 0.630012, 1.264689], [1.752578, 0.513244, 0.000739], [2.734264, 0.246957, -0.808698], [1.217162, 1.732335, -0.358503], [0.514592, -0.530599, -0.101779], [1.213394, -2.187460, -0.129138], [-0.416424, -0.120884, 1.085954], [-1.606043, 0.087932, 0.428389], [-1.582130, -0.037175, -0.838673], [-0.389131, -0.295497, -1.243632], [-0.526836, -0.897843, 1.890350], [-0.091039, 0.778338, 1.574904], [-2.451731, -0.069557, 0.946440], [-2.407886, 0.074782, -1.553420], [-0.046621, 0.075413, -2.157615]], "atomic_forces_ev_per_a": [[1.00, -0.40, 0.16], [-2.82, 0.46, -0.99], [0.51, -0.18, 0.20], [0.35, -0.61, 0.00], [1.69, 0.89, 0.55], [-0.69, 0.84, 0.14], [2.35, -2.08, 1.39], [-4.43, -0.17, 1.37], [-1.15, 0.55, -1.70], [3.31, 0.26, -1.95], [0.29, 0.51, -0.93], [0.28, 0.42, 0.12], [-0.56, 0.45, 0.04], [0.16, 0.05, 0.67], [-0.28, -0.99, 0.93]], "mulliken_charge": [-0.194, 0.520, -0.201, -0.260, 0.578, -0.113, -0.689, -0.062, -0.112, -0.164, 0.370, 0.303, 0.293, 0.412, 0.319], "total_charge": 1, "e_tot_ha": -1024.46960, "homo_ev": -15.61, "homo_lumo_gap_ev": 11.429, "de_lowest_ev": 0.559}